C48H61F5O6 | ωB97M-V/def2-TZVPD

Each line ends with the Mulliken charge.
Geometry (Å):
F1 3.9645 -1.5046 1.0740  -0.34
C1 3.4948 -2.6304 0.5021  0.37
C2 2.3471 -2.6327 -0.2650  -0.16
C3 1.9952 -3.8394 -0.8509  -0.72
C4 2.6087 -5.0568 -0.5668  -1.00
C5 3.7868 -5.0005 0.1777  -0.43
C6 4.2642 -3.7781 0.6243  -0.69
H1 1.7608 -1.7340 -0.3921  0.69
H2 1.1185 -3.9179 -1.4874  0.85
H3 2.2726 -5.9731 -1.0241  0.52
H4 4.4337 -5.8476 0.3703  0.38
H5 5.1414 -3.6810 1.2543  0.42
F2 -0.0321 7.5724 5.0655  -0.34
C7 0.3000 6.2776 5.0622  0.22
C8 -0.0923 5.4471 3.9985  -0.87
C9 0.2461 4.1101 4.0766  0.65
C10 1.0439 3.6102 5.1075  -0.47
C11 1.4403 4.4480 6.1283  -0.56
C12 1.0248 5.7841 6.1121  -0.53
H6 -0.8135 5.8036 3.2798  0.54
H7 -0.2049 3.3737 3.4225  0.28
H8 1.2845 2.5679 5.2515  0.28
H9 1.9521 4.0450 6.9914  0.36
H10 1.2897 6.3734 6.9816  0.41
F3 -0.4977 5.2115 0.9842  -0.28
C13 0.5390 5.4930 0.1659  0.52
C14 1.6531 4.7145 0.3753  0.16
C15 2.8322 5.0060 -0.2604  -0.69
C16 2.8702 6.0221 -1.1961  -0.57
C17 1.7373 6.8400 -1.3614  -0.38
C18 0.5593 6.6076 -0.6529  -0.71
H11 1.6646 3.9154 1.1071  0.44
H12 3.7095 4.3800 -0.1508  0.38
H13 3.7211 6.2379 -1.8270  0.45
H14 1.7790 7.5728 -2.1570  0.41
H15 -0.3733 7.1457 -0.7589  0.41
F4 -0.0628 -2.9687 -3.5258  0.15
C19 0.7193 -3.9223 -4.0563  0.78
C20 0.1444 -4.8657 -4.8771  -0.61
C21 0.9575 -5.8705 -5.3844  -0.34
C22 2.3023 -5.8853 -5.1435  -0.82
C23 2.8681 -4.9168 -4.2886  -0.32
C24 2.0816 -3.9176 -3.7662  -0.70
H16 -0.9383 -4.8756 -4.9072  0.22
H17 0.4170 -6.6197 -5.9544  0.39
H18 2.9068 -6.7605 -5.3514  0.33
H19 3.9298 -4.9992 -4.1021  0.42
H20 2.5475 -3.1098 -3.2152  0.49
F5 0.5513 1.4653 -1.7523  -0.38
C25 0.1246 0.7381 -0.7044  0.62
C26 -0.3150 -0.5486 -0.8989  -0.63
C27 -0.6989 -1.2576 0.2643  -0.19
C28 -0.6449 -0.6634 1.5168  -0.31
C29 -0.1278 0.6332 1.6551  0.32
C30 0.2384 1.3294 0.5422  -0.23
H21 -0.4653 -0.9306 -1.8985  0.11
H22 -1.1882 -2.2059 0.0677  -0.14
H23 -0.9125 -1.2133 2.4090  0.33
H24 -0.0458 1.1800 2.5886  0.58
H25 0.5946 2.3519 0.5581  -0.42
C31 4.0333 -0.4255 3.9541  -1.45
C32 2.6602 0.1568 3.7189  0.83
O1 2.5069 1.3392 3.5157  -0.46
C33 1.5243 -0.8313 3.7779  -0.14
H26 4.0733 -1.4211 3.5121  0.32
H27 4.1164 -0.6329 5.0263  0.40
H28 4.8032 0.2568 3.6146  0.31
H29 1.6174 -1.4977 4.6364  0.63
H30 1.5801 -1.3840 2.8333  0.09
H31 0.5155 -0.4213 3.8252  -0.43
C34 -3.2763 1.7455 2.6896  -0.46
C35 -2.8385 1.5437 4.1225  0.64
O2 -2.4303 2.4050 4.8550  -0.56
C36 -2.7346 0.0954 4.6359  -1.00
H32 -2.4981 2.1933 2.0689  0.05
H33 -4.0363 2.5330 2.6696  0.52
H34 -3.6161 0.8187 2.2392  0.08
H35 -2.0238 0.1792 5.4558  0.32
H36 -2.3920 -0.6478 3.9222  0.08
H37 -3.7066 -0.1568 5.0665  0.42
C37 2.1648 3.4990 -3.6666  -0.98
C38 0.9485 4.3050 -4.0039  0.93
O3 0.0063 4.5412 -3.3021  -0.50
C39 0.9485 4.8954 -5.4195  -1.28
H38 2.2191 2.5543 -4.2119  0.43
H39 2.2443 3.2412 -2.6105  0.05
H40 3.0763 4.0437 -3.9205  0.36
H41 0.1695 5.6638 -5.3737  0.36
H42 0.7163 4.1811 -6.2016  0.33
H43 1.8162 5.5424 -5.5726  0.34
C40 -3.2376 -3.1001 -3.2264  0.10
C41 -2.8405 -2.7670 -4.6497  0.46
O4 -2.9512 -3.5947 -5.5346  -0.63
C42 -2.1239 -1.4620 -4.9547  -1.01
H44 -2.7371 -4.0226 -2.9377  0.14
H45 -4.3168 -3.1936 -3.1270  0.61
H46 -2.8551 -2.2977 -2.6009  -0.51
H47 -1.7409 -1.5848 -5.9683  0.38
H48 -1.2955 -1.2629 -4.2863  0.11
H49 -2.8566 -0.6541 -4.9977  0.37
C43 -4.3494 -1.0001 -0.5319  -0.42
C44 -4.0187 0.1972 -1.4065  0.72
O5 -3.8873 0.0513 -2.6006  -0.54
C45 -3.8615 1.5016 -0.6807  -0.60
H50 -3.5708 -1.1161 0.2241  -0.25
H51 -4.4896 -1.9183 -1.0962  0.08
H52 -5.3386 -0.9074 -0.0683  0.58
H53 -2.9062 1.4447 -0.1484  -0.23
H54 -4.6220 1.5885 0.0961  0.39
H55 -3.8713 2.3599 -1.3458  0.38
C46 -1.9919 -6.3038 0.7805  -1.28
C47 -2.3773 -4.8468 0.8222  0.85
O6 -2.5023 -4.2616 -0.2228  -0.42
C48 -2.7918 -4.2377 2.1320  -0.94
H56 -1.7443 -6.7345 1.7475  0.39
H57 -1.2055 -6.4984 0.0554  0.29
H58 -2.8880 -6.7679 0.3567  0.33
H59 -3.2855 -4.8719 2.8627  0.47
H60 -3.4365 -3.3827 1.9171  0.17
H61 -1.8995 -3.8019 2.5962  0.16

Cartesian forces (eV/Å) of the 2 atoms listed first:
-0.27 0.16 -0.05
0.34 -0.66 -0.69

The charge is 0. The strongest force on any atom is 0.0369 hartree/bohr. The value obtained for the orbital gap is 8.92 eV. Its energy relative to the best compared isomer or geometry (same formula, charge and spin) is 1.409 eV. The total energy is -2816.31593 Eh. The calculation puts the highest occupied orbital energy at -0.3186 Ha. Its SMILES is Fc1ccccc1.Fc1ccccc1.Fc1ccccc1.Fc1ccccc1.Fc1ccccc1.CC(C)=O.CC(C)=O.CC(C)=O.CC(C)=O.CC(C)=O.CC(C)=O.

C2H8NO2 | ωB97M-V/def2-TZVPD

Each line ends with the natural charge from an NBO analysis.
Geometry (Å):
C1 -0.2539 0.3004 0.0144  -0.05
O1 -0.0707 1.6122 0.4299  -0.81
C2 -0.0189 -0.8006 1.0803  -0.54
N1 0.0723 -2.6696 0.7518  -0.76
H1 -1.2731 0.2781 -0.3964  0.14
H2 0.3963 0.0525 -0.8374  0.16
H3 -0.1098 -0.4988 2.1171  0.23
H4 -0.8109 -1.6801 0.9295  0.35
H5 0.1379 -2.6820 -0.2745  0.31
H6 0.9183 -1.3112 0.7956  0.32
H7 0.8479 2.7566 -2.2750  0.40
H8 0.1590 2.1835 -0.4088  0.53
O2 0.0057 2.4591 -1.9265  -1.28

Cartesian forces (eV/Å) of the 2 atoms listed first:
-1.01 -0.01 -1.41
0.91 -0.26 1.61

The charge is -1. The strongest force on any atom is 0.0420 hartree/bohr. The value obtained for the orbital gap is 7.27 eV. Its energy relative to the best compared isomer or geometry (same formula, charge and spin) is 5.563 eV. The total energy is -286.04281 Eh. The calculation puts the highest occupied orbital energy at -0.1300 Ha.

C5H10O | ωB97M-V/def2-TZVPD

Each line ends with the natural charge from an NBO analysis.
Geometry (Å):
C1 1.3726 0.7921 -0.6260  -0.62
C2 0.4042 -0.3311 -0.9255  -0.23
C3 0.3191 -1.5482 -0.0500  -0.42
C4 -0.8313 -0.5781 -0.0956  -0.26
C5 -1.1388 0.2647 1.1212  -0.06
O1 -1.5820 1.5701 0.8025  -0.71
H1 1.0533 1.7286 -1.1015  0.21
H2 1.4746 0.9728 0.4501  0.21
H3 2.3710 0.5568 -1.0105  0.22
H4 0.2777 -0.5248 -1.9896  0.21
H5 0.2072 -2.5229 -0.5156  0.22
H6 0.9216 -1.5537 0.8570  0.21
H7 -1.7122 -0.8895 -0.6539  0.22
H8 -1.9568 -0.1899 1.6884  0.19
H9 -0.2645 0.2917 1.7923  0.15
H10 -0.8552 2.0112 0.3451  0.46

Cartesian forces (eV/Å) of the 2 atoms listed first:
0.04 0.03 0.05
0.03 0.06 -0.10

The charge is 0. The strongest force on any atom is 0.0078 hartree/bohr. The value obtained for the orbital gap is 11.22 eV. Its energy relative to the best compared isomer or geometry (same formula, charge and spin) is 1.090 eV. The total energy is -271.71257 Eh. The calculation puts the highest occupied orbital energy at -0.3741 Ha. Its SMILES is C[C@H]1C[C@H]1CO.